A molecular structure, C69H149N9O19V2, computed with wB97M-V/def2-TZVPD.

XYZ file:
```
248
C69H149N9O19V2 wB97M-V/def2-TZVPD
V -3.434 31.204 -12.979
V 0.736 25.128 -17.467
C -1.074 27.645 -12.528
C -1.828 28.822 -12.882
C -2.102 29.184 -14.402
O -2.889 30.023 -14.701
C -1.333 28.444 -15.411
C -0.609 27.360 -15.041
C -0.504 26.911 -13.512
O 0.120 25.842 -13.097
O -0.018 26.709 -16.014
O -2.313 29.660 -12.108
H -1.074 27.417 -11.473
H -1.393 28.818 -16.423
C 3.726 30.433 -16.865
C 2.407 31.043 -17.377
C 2.087 32.402 -16.697
C 2.973 33.580 -17.188
C 2.824 33.680 -18.687
C 3.009 32.346 -19.541
N 2.298 31.241 -18.857
O 2.481 30.108 -19.611
C 2.414 32.521 -20.982
C 4.549 32.058 -19.797
C 1.203 30.152 -16.956
H 4.515 31.180 -16.956
H 4.119 29.588 -17.431
H 3.659 30.343 -15.781
H 1.076 32.729 -16.942
H 2.038 32.394 -15.609
H 4.024 33.453 -16.932
H 2.626 34.497 -16.710
H 3.774 34.206 -18.782
H 1.953 34.250 -19.010
H 2.819 33.382 -21.514
H 2.517 31.651 -21.631
H 1.374 32.769 -20.772
H 5.080 32.961 -20.099
H 5.049 31.541 -18.978
H 4.655 31.373 -20.638
H 1.235 29.188 -17.465
H 0.302 30.605 -17.370
H 1.110 30.106 -15.871
H 1.654 29.630 -19.517
C 1.912 21.242 -10.843
C 0.965 22.333 -10.255
C 0.487 21.783 -8.822
C -0.279 22.838 -8.038
C 0.709 23.986 -7.849
C 1.342 24.615 -9.169
N 1.707 23.602 -10.105
O 2.344 24.025 -11.290
C 0.294 25.592 -9.654
C 2.682 25.415 -8.774
C -0.275 22.569 -11.156
H 2.836 21.352 -10.275
H 2.142 21.291 -11.907
H 1.437 20.278 -10.662
H -0.335 21.073 -8.910
H 1.214 21.235 -8.222
H -0.770 22.445 -7.147
H -1.050 23.186 -8.726
H 1.406 23.534 -7.143
H 0.241 24.731 -7.205
H 0.719 26.578 -9.845
H -0.276 25.218 -10.504
H -0.446 25.787 -8.877
H 3.252 24.794 -8.083
H 3.330 25.642 -9.620
H 2.415 26.373 -8.326
H -0.828 21.647 -11.333
H 0.061 22.856 -12.152
H -0.988 23.331 -10.840
H 1.621 24.474 -11.734
C -4.728 29.195 -4.791
C -3.278 28.844 -5.159
C -2.874 27.393 -4.743
C -3.575 26.263 -5.503
C -3.151 26.466 -6.940
C -3.372 27.922 -7.532
N -2.827 28.931 -6.575
O -2.950 30.196 -7.173
C -2.528 27.905 -8.813
C -4.863 28.033 -7.912
C -2.377 29.712 -4.319
H -5.193 29.832 -5.543
H -4.840 29.600 -3.785
H -5.328 28.288 -4.727
H -1.799 27.289 -4.600
H -3.182 27.400 -3.698
H -4.624 26.120 -5.241
H -3.097 25.359 -5.127
H -3.699 25.764 -7.569
H -2.180 26.047 -7.204
H -2.520 28.801 -9.434
H -1.489 27.576 -8.785
H -2.948 27.201 -9.530
H -5.589 27.700 -7.170
H -5.140 29.037 -8.233
H -5.032 27.541 -8.870
H -1.301 29.567 -4.421
H -2.516 29.366 -3.295
H -2.666 30.753 -4.462
H -2.102 30.498 -7.508
C -3.560 25.621 -12.749
O -4.894 25.057 -12.942
C -5.205 24.601 -14.232
C -6.569 23.972 -14.183
N -6.632 22.688 -13.579
C -7.996 22.134 -13.350
C -7.831 21.111 -12.181
O -7.211 21.654 -11.036
C -7.435 20.857 -9.954
H -3.603 26.643 -13.127
H -2.867 24.952 -13.260
H -3.314 25.595 -11.688
H -4.489 23.804 -14.433
H -5.103 25.366 -15.001
H -6.838 24.020 -15.238
H -7.186 24.690 -13.644
H -6.397 22.740 -12.598
H -8.370 21.599 -14.223
H -8.660 22.842 -12.854
H -7.156 20.302 -12.460
H -8.838 20.713 -12.059
H -8.479 20.748 -9.661
H -7.014 21.326 -9.064
H -6.939 19.889 -10.020
C 3.676 21.038 -16.862
O 2.883 22.120 -16.430
C 2.663 22.097 -15.016
C 1.926 23.402 -14.647
N 0.749 23.928 -15.374
C -0.297 22.925 -15.498
C -1.509 23.639 -16.115
O -1.273 24.256 -17.365
C -2.431 24.975 -17.817
H 4.666 21.194 -16.432
H 3.931 20.953 -17.918
H 3.315 20.035 -16.632
H 3.562 22.036 -14.403
H 2.087 21.235 -14.680
H 2.674 24.194 -14.699
H 1.767 23.366 -13.569
H 0.338 24.647 -14.796
H -0.576 22.508 -14.531
H -0.004 22.148 -16.205
H -1.811 24.348 -15.344
H -2.346 22.941 -16.123
H -2.215 25.397 -18.799
H -2.730 25.800 -17.170
H -3.235 24.240 -17.853
C -1.579 21.432 -19.024
O -0.449 22.217 -18.991
C 0.760 21.523 -19.118
C 1.760 22.630 -19.519
N 2.065 23.594 -18.408
C 3.164 24.512 -18.838
C 3.834 25.130 -17.537
O 2.777 25.706 -16.773
C 3.290 26.686 -15.791
H -1.685 20.702 -18.221
H -1.696 20.981 -20.010
H -2.453 22.071 -18.901
H 0.636 20.793 -19.917
H 1.075 21.019 -18.204
H 1.345 23.203 -20.347
H 2.624 22.041 -19.828
H 2.458 22.933 -17.753
H 2.794 25.355 -19.421
H 3.849 23.980 -19.499
H 4.620 25.851 -17.765
H 4.337 24.423 -16.877
H 2.578 26.770 -14.971
H 3.304 27.676 -16.247
H 4.243 26.409 -15.339
C -5.151 28.585 -11.359
O -4.964 29.532 -12.423
C -6.182 29.705 -13.196
C -5.968 30.602 -14.376
N -5.302 31.896 -13.997
C -5.012 32.563 -15.281
C -3.992 33.715 -15.173
O -2.686 33.266 -14.727
C -1.722 34.304 -14.951
H -5.500 27.597 -11.661
H -5.860 29.070 -10.689
H -4.162 28.331 -10.978
H -6.982 30.034 -12.533
H -6.622 28.752 -13.491
H -6.925 30.889 -14.811
H -5.307 30.052 -15.044
H -6.021 32.454 -13.559
H -5.966 33.001 -15.576
H -4.761 31.824 -16.042
H -4.422 34.249 -14.326
H -3.997 34.217 -16.141
H -1.946 35.236 -14.431
H -1.573 34.528 -16.008
H -0.732 33.977 -14.635
C -1.776 31.537 -21.315
O -2.491 31.925 -20.210
C -1.934 31.563 -18.969
C -2.995 31.652 -17.873
N -4.190 31.019 -18.284
C -4.166 29.566 -18.096
C -5.502 28.869 -18.605
O -5.628 28.727 -20.081
C -4.448 28.100 -20.581
H -0.728 31.764 -21.118
H -2.006 32.151 -22.185
H -2.082 30.499 -21.452
H -1.127 32.253 -18.723
H -1.396 30.615 -18.988
H -3.304 32.698 -17.855
H -2.681 31.288 -16.895
H -4.169 31.141 -19.286
H -4.055 29.468 -17.016
H -3.239 29.156 -18.498
H -6.387 29.425 -18.295
H -5.697 27.910 -18.124
H -4.282 27.205 -19.981
H -3.587 28.767 -20.575
H -4.389 27.797 -21.626
C -0.011 31.984 -13.164
O -1.342 32.284 -12.633
C -1.306 33.311 -11.596
C -2.360 32.688 -10.634
N -3.756 32.475 -11.156
C -4.574 31.673 -10.229
C -5.021 32.413 -8.866
O -5.501 33.667 -9.407
C -6.001 34.512 -8.376
H 0.482 32.956 -13.185
H -0.067 31.442 -14.108
H 0.521 31.317 -12.486
H -1.646 34.251 -12.032
H -0.359 33.454 -11.076
H -2.477 33.351 -9.777
H -1.940 31.806 -10.151
H -4.047 33.432 -11.018
H -4.135 30.683 -10.105
H -5.493 31.568 -10.805
H -4.117 32.584 -8.281
H -5.788 31.835 -8.351
H -6.902 34.025 -8.004
H -6.336 35.447 -8.824
H -5.252 34.789 -7.634
```

Output
LUMO energy (spin up / spin down) (eV): -6.7 / -10.1
Total energy (Eh): -6527.48692
2S+1: 8
Expectation value of S²: 15.766
Net charge: +3
Orbital gap (spin up / spin down) (eV): 5.39 / 2.05